No. 1
A gas-phase ion, C5H11N2Si (charge +1), computed with ωB97M-V with the def2-TZVPD basis set.

Calculated values
- net charge = +1
- energy above the lowest of the compared OMol25 structures with the same formula, charge and spin (kJ/mol) = 28.9
- spin multiplicity = 3
- ⟨S²⟩ = 2.025

Positions of all 19 atoms, in Å:
C (0.59, -0.48, 0.04)
C (1.72, 0.47, 0.15)
C (-0.28, -0.71, 1.27)
C (-1.00, -0.23, 0.06)
C (-1.77, -1.23, -0.75)
N (4.08, 0.13, -0.23)
N (2.93, 0.36, -0.16)
Si (-1.60, 1.58, -0.04)
H (0.87, -1.38, -0.50)
H (1.45, 1.43, 0.60)
H (-0.39, -1.75, 1.58)
H (-0.16, -0.04, 2.10)
H (-2.75, -1.37, -0.29)
H (-1.28, -2.20, -0.80)
H (-1.93, -0.87, -1.77)
H (4.59, 0.37, -1.08)
H (-0.74, 2.32, 0.90)
H (-3.01, 1.60, 0.34)
H (-1.32, 2.01, -1.41)

---

No. 2
A molecular structure, C5H11N3, computed with ωB97M-V with the def2-TZVPD basis set.

Calculated values
- energy above the lowest of the compared OMol25 structures with the same formula, charge and spin (kJ/mol) = 608.1

Positions of all 19 atoms, in Å:
C (-1.94, -0.11, 0.44)
C (1.18, 0.52, 0.95)
N (-0.88, -0.90, -0.17)
C (0.37, -0.31, -0.53)
C (0.37, 1.14, -0.71)
N (-0.84, -2.21, 0.35)
C (0.83, 2.26, -1.18)
N (1.33, -0.99, -1.14)
H (-0.17, -2.28, 1.12)
H (-0.54, -2.84, -0.39)
H (0.95, -1.80, -1.63)
H (-1.98, 0.87, -0.02)
H (-2.89, -0.63, 0.26)
H (-1.80, 0.02, 1.52)
H (0.79, 1.38, 1.49)
H (1.06, -0.33, 1.61)
H (2.23, 0.64, 0.71)
H (0.28, 2.75, -1.97)
H (1.64, 2.82, -0.73)

---

No. 3
2 unconnected molecules or ions with the total composition C5H11N3, computed with ωB97M-V with the def2-TZVPD basis set.

Calculated values
- energy above the lowest of the compared OMol25 structures with the same formula, charge and spin (kJ/mol) = 559.4

Positions of all 19 atoms, in Å:
C (-0.50, 1.87, 2.12)
C (-0.26, 1.65, -0.82)
C (-0.98, -1.62, -0.93)
C (1.33, -1.52, 0.06)
C (0.38, -0.80, -0.81)
N (0.65, 2.26, 1.85)
N (0.07, 0.38, -0.08)
N (0.93, 1.51, 0.01)
H (-0.92, 2.14, 3.10)
H (-1.26, 1.47, 1.43)
H (-0.19, 1.47, -1.88)
H (-1.05, 2.30, -0.51)
H (-1.81, -0.99, -1.26)
H (-0.84, -2.48, -1.53)
H (-1.14, -2.14, 0.10)
H (0.81, -1.71, 1.02)
H (2.24, -0.84, 0.36)
H (1.73, -2.44, -0.42)
H (0.81, -0.50, -1.81)

---

No. 4
2 unconnected molecules or ions with the total composition C5H11N3, computed with ωB97M-V with the def2-TZVPD basis set.

Calculated values
- SMILES = [H]/N=C\NC.CC=C=N
- energy above the lowest of the compared OMol25 structures with the same formula, charge and spin (kJ/mol) = 398.3

Positions of all 19 atoms, in Å:
H (-0.44, 0.15, -2.33)
N (-0.58, -0.76, -1.91)
C (-0.92, -0.69, -0.67)
N (-1.50, 0.43, -0.06)
C (-2.52, 0.31, 0.96)
H (-1.33, -1.62, -0.26)
H (-1.32, 1.33, -0.48)
H (-3.16, -0.54, 0.75)
H (-2.05, 0.11, 1.93)
H (-3.15, 1.20, 1.00)
C (2.44, 0.82, -0.78)
C (1.81, 0.46, 0.53)
C (1.14, -0.68, 0.72)
N (0.84, -1.63, 1.45)
H (2.46, 1.90, -0.91)
H (3.46, 0.44, -0.82)
H (1.87, 0.37, -1.60)
H (2.20, 0.97, 1.39)
H (0.74, -2.57, 1.09)

---

No. 5
C5H11N3 in the gas phase, computed with ωB97M-V with the def2-TZVPD basis set.

Calculated values
- energy above the lowest of the compared OMol25 structures with the same formula, charge and spin (kJ/mol) = 356.9

Positions of all 19 atoms, in Å:
C (-1.83, -0.97, -0.42)
C (0.48, 0.14, 0.64)
C (0.51, 0.06, -0.94)
N (1.43, -0.64, 1.39)
N (1.77, -0.29, -1.48)
N (-1.09, 1.96, 0.54)
C (-0.22, 1.15, 1.24)
C (-0.34, -0.99, -0.61)
H (2.14, -0.99, 0.74)
H (1.91, -0.06, 2.07)
H (2.30, 0.49, -1.83)
H (1.74, -1.05, -2.15)
H (-1.17, 2.91, 0.90)
H (-0.91, 1.90, -0.47)
H (-0.11, 1.34, 2.30)
H (0.04, -2.01, -0.74)
H (-2.13, -1.67, 0.36)
H (-2.22, 0.02, -0.17)
H (-2.30, -1.29, -1.36)

---

No. 6
A gas-phase ion, C5H11N3 (charge +2), computed with ωB97M-V with the def2-TZVPD basis set.

Calculated values
- net charge = +2
- SMILES = C=[N+]1CCN/C1=[NH+]/C
- energy above the lowest of the compared OMol25 structures with the same formula, charge and spin (kJ/mol) = 448.4

Positions of all 19 atoms, in Å:
C (-1.71, 0.91, -0.36)
N (-0.85, 0.34, 0.38)
C (-0.88, -0.09, 1.79)
C (0.60, -0.12, 2.20)
N (1.27, -0.18, 0.94)
C (0.49, 0.03, -0.03)
N (1.04, 0.28, -1.48)
C (0.38, -0.39, -2.53)
H (-2.79, 1.01, -0.26)
H (-1.35, 1.03, -1.39)
H (-1.42, -1.00, 1.94)
H (-1.43, 0.74, 2.28)
H (0.97, 0.64, 2.85)
H (0.82, -1.11, 2.69)
H (2.22, -0.34, 0.83)
H (2.04, 0.16, -1.48)
H (-0.65, -0.50, -2.21)
H (0.87, -1.47, -2.60)
H (0.38, 0.04, -3.57)

---

No. 7
2 unconnected molecules or ions with the total composition C5H11N3, computed with ωB97M-V with the def2-TZVPD basis set.

Calculated values
- net charge = +2
- energy above the lowest of the compared OMol25 structures with the same formula, charge and spin (kJ/mol) = 448.5

Positions of all 19 atoms, in Å:
C (0.17, 0.21, 2.73)
C (-1.11, -0.39, 0.79)
C (1.66, 1.02, -2.05)
C (-1.19, -1.78, -1.28)
C (-1.38, -0.53, -0.43)
N (1.04, 0.62, 1.92)
N (-1.06, -0.14, 2.02)
N (1.18, 1.39, -0.95)
H (0.17, 0.17, 3.87)
H (1.75, -0.12, -2.14)
H (2.04, 1.64, -2.83)
H (-0.27, -1.60, -1.83)
H (-2.12, -1.72, -1.88)
H (-1.03, -2.66, -0.75)
H (-1.89, 0.16, -1.05)
H (1.15, 2.33, -0.59)
H (1.92, 0.92, 2.23)
H (-1.96, -0.22, 2.51)
H (0.93, 0.70, -0.30)

---

No. 8
C5H11N3O in the gas phase, computed with ωB97M-V with the def2-TZVPD basis set.

Calculated values
- SMILES = C=C(C)N(O)/C(N)=N/C
- energy above the lowest of the compared OMol25 structures with the same formula, charge and spin (kJ/mol) = 405.4

Positions of all 20 atoms, in Å:
C (1.73, 0.75, -1.21)
C (0.88, -0.26, -0.85)
C (1.34, -1.69, -0.90)
N (-0.59, -0.13, -1.10)
O (-0.98, 0.83, -2.06)
C (-1.10, 0.20, 0.15)
N (-2.41, -0.01, 0.38)
N (-0.12, 0.37, 0.99)
C (-0.31, 0.46, 2.42)
H (1.54, 1.78, -0.93)
H (2.76, 0.52, -1.46)
H (1.53, -2.07, 0.11)
H (2.26, -1.80, -1.48)
H (0.62, -2.35, -1.38)
H (-0.32, 1.55, -1.87)
H (-2.97, 0.00, -0.46)
H (-2.80, 0.34, 1.24)
H (-1.07, 1.20, 2.68)
H (-0.61, -0.50, 2.85)
H (0.62, 0.80, 2.88)

---

No. 9
3 unconnected molecules or ions with the total composition C5H11N3O, computed with ωB97M-V with the def2-TZVPD basis set.

Calculated values
- energy above the lowest of the compared OMol25 structures with the same formula, charge and spin (kJ/mol) = 688.9

Positions of all 20 atoms, in Å:
C (0.68, -0.78, -2.22)
N (-0.25, -0.83, -1.11)
C (-2.17, 0.51, -1.68)
O (0.34, -1.66, -0.18)
N (-1.32, 1.14, -1.08)
H (-0.24, -1.61, 0.60)
H (0.89, -1.79, -2.59)
H (0.25, -0.16, -3.00)
H (1.62, -0.32, -1.88)
H (-1.82, -0.63, -1.79)
H (-3.16, 0.84, -2.00)
C (1.43, 0.88, 1.38)
C (0.11, 0.62, 1.96)
C (-0.07, -0.13, 3.05)
N (1.67, 1.47, 0.28)
H (0.80, 1.77, -0.17)
H (2.28, 0.50, 1.95)
H (-0.74, 1.05, 1.44)
H (0.77, -0.55, 3.59)
H (-1.05, -0.33, 3.45)

---

No. 10
C5H11N3O in the gas phase, computed with ωB97M-V with the def2-TZVPD basis set.

Calculated values
- SMILES = [H]/N=C\N(O)/C(C)=C(\C)N
- energy above the lowest of the compared OMol25 structures with the same formula, charge and spin (kJ/mol) = 489.2

Positions of all 20 atoms, in Å:
H (1.19, -1.11, 2.07)
N (1.97, -1.30, 1.44)
C (1.80, -0.85, 0.27)
N (1.38, 0.51, -0.39)
O (1.47, 0.66, -1.80)
C (0.13, 0.37, 0.27)
C (0.05, 1.29, 1.47)
C (-1.02, -0.08, -0.36)
C (-1.02, -1.06, -1.48)
N (-2.26, 0.31, 0.07)
H (2.46, -1.27, -0.48)
H (2.12, 1.37, -1.93)
H (-0.52, 0.84, 2.29)
H (1.05, 1.48, 1.85)
H (-0.38, 2.25, 1.20)
H (-1.23, -2.06, -1.10)
H (-0.04, -1.08, -1.95)
H (-1.78, -0.81, -2.22)
H (-2.33, 0.82, 0.94)
H (-3.04, -0.28, -0.16)

---

No. 11
C5H11N3O in the gas phase, computed with ωB97M-V with the def2-TZVPD basis set.

Calculated values
- SMILES = [H]/N=C(/C(O)=C/N)[C@H](C)N
- energy above the lowest of the compared OMol25 structures with the same formula, charge and spin (kJ/mol) = 129.1

Positions of all 20 atoms, in Å:
H (0.05, 2.90, -0.22)
N (-0.69, 2.28, 0.15)
C (-0.30, 1.03, -0.03)
C (-1.21, 0.01, 0.57)
O (-2.28, 0.58, 1.28)
C (-1.15, -1.32, 0.51)
N (-2.02, -2.19, 1.15)
C (1.07, 0.77, -0.71)
C (1.40, -0.61, -1.26)
N (2.11, 1.23, 0.22)
H (-2.11, 1.54, 1.18)
H (-0.40, -1.87, -0.03)
H (-2.33, -2.96, 0.55)
H (-2.81, -1.67, 1.54)
H (1.09, 1.45, -1.57)
H (2.30, -0.56, -1.88)
H (1.60, -1.33, -0.46)
H (0.59, -0.99, -1.89)
H (2.06, 0.69, 1.08)
H (3.04, 1.03, -0.17)

---

No. 12
C5H11N3O2S in the gas phase, computed with ωB97M-V with the def2-TZVPD basis set.

Calculated values
- energy above the lowest of the compared OMol25 structures with the same formula, charge and spin (kJ/mol) = 215.0

Positions of all 22 atoms, in Å:
C (1.18, 0.47, -0.26)
C (1.98, 1.72, -0.83)
C (-3.31, -1.34, -0.38)
C (-2.52, 0.78, 0.78)
C (-2.13, -0.43, -0.03)
N (-0.01, 0.22, -0.76)
N (1.72, -0.10, 0.88)
N (-0.98, -0.63, -0.53)
O (3.62, -1.40, 2.00)
O (3.40, -0.96, -0.64)
S (3.45, -0.35, 0.97)
H (2.90, 1.91, -0.35)
H (1.25, 2.54, -0.84)
H (2.29, 1.44, -1.80)
H (-4.04, -1.05, -1.17)
H (-2.81, -2.32, -0.78)
H (-3.73, -1.63, 0.54)
H (-1.63, 1.21, 1.09)
H (-3.15, 0.65, 1.62)
H (-3.02, 1.36, 0.02)
H (4.34, -1.28, -0.87)
H (1.19, -0.81, 1.34)

---

No. 13
3 unconnected molecules or ions with the total composition C5H11N3O5S, computed with ωB97M-V with the def2-TZVPD basis set.

Calculated values
- energy above the lowest of the compared OMol25 structures with the same formula, charge and spin (kJ/mol) = 221.0

Positions of all 25 atoms, in Å:
C (-1.34, 0.88, -1.23)
C (1.39, 1.33, 0.17)
C (0.98, 1.61, -1.05)
C (1.10, -1.62, -0.73)
C (-0.09, -2.38, 1.13)
N (-0.32, 1.50, -1.45)
N (2.10, -1.73, 0.05)
N (1.06, -1.56, -2.08)
O (-1.45, 3.31, 2.36)
O (-2.37, 0.30, -1.28)
O (-2.98, 2.52, 0.67)
O (-1.54, 0.81, 2.14)
O (-0.15, -1.79, -0.20)
S (-1.47, 2.30, 1.38)
H (2.52, 1.39, 0.46)
H (0.72, 1.07, 0.89)
H (1.64, 1.97, -1.88)
H (-0.85, -3.07, 1.33)
H (-0.14, -1.64, 1.92)
H (0.80, -2.93, 1.42)
H (-2.98, 1.74, 0.09)
H (2.94, -1.47, -0.51)
H (1.78, -1.16, -2.63)
H (-1.42, 0.08, 1.51)
H (0.04, -1.47, -2.46)

---

No. 14
2 unconnected molecules or ions with the total composition C5H11N4, computed with ωB97M-V with the def2-TZVPD basis set.

Calculated values
- net charge = +1
- energy above the lowest of the compared OMol25 structures with the same formula, charge and spin (kJ/mol) = 214.7

Positions of all 20 atoms, in Å:
C (-0.65, -0.60, 2.27)
C (-0.82, 1.34, 1.20)
C (0.27, -1.11, 1.34)
C (0.93, -0.07, 0.53)
C (-0.38, -0.33, -2.37)
N (-1.31, 0.51, 2.09)
N (0.31, 1.12, 0.51)
N (2.28, 0.03, 0.17)
N (-1.15, -0.42, -1.11)
H (-0.98, -1.27, 3.06)
H (-1.30, 2.31, 1.10)
H (0.63, -2.05, 1.47)
H (-0.50, 0.70, -2.74)
H (-0.66, -1.04, -3.15)
H (0.71, -0.48, -2.02)
H (0.75, 1.74, -0.11)
H (2.39, 0.59, -0.60)
H (2.92, -0.72, 0.28)
H (-1.33, 0.52, -0.76)
H (-2.12, -0.75, -1.16)

---

No. 15
A gas-phase ion, C5H11N4S (charge +1), computed with ωB97M-V with the def2-TZVPD basis set.

Calculated values
- net charge = +1
- energy above the lowest of the compared OMol25 structures with the same formula, charge and spin (kJ/mol) = 784.7

Positions of all 21 atoms, in Å:
C (0.20, -0.17, 1.35)
C (0.20, 1.56, -0.50)
C (1.60, -0.57, -0.55)
C (-1.73, 0.04, -0.15)
C (1.06, 0.62, 0.35)
N (-0.88, -0.84, 0.58)
N (-1.17, 1.41, -0.17)
N (0.57, -1.24, -1.29)
N (-0.18, -1.82, -0.26)
S (-2.04, 2.70, 0.09)
H (0.63, -0.95, 1.84)
H (-0.28, 0.58, 1.98)
H (0.27, 2.61, -0.42)
H (0.60, 1.31, -1.58)
H (2.23, -0.14, -1.20)
H (2.22, -1.31, 0.00)
H (-1.93, -0.08, -1.23)
H (-2.75, 0.11, 0.55)
H (1.90, 0.97, 0.77)
H (0.36, -2.41, 0.57)
H (-0.88, -2.37, -0.72)

---

No. 16
A gas-phase ion, C5H11N5 (charge +2), computed with ωB97M-V with the def2-TZVPD basis set.

Calculated values
- net charge = +2
- SMILES = [NH2+]=C=NCNC1=C[NH2+]CN1
- energy above the lowest of the compared OMol25 structures with the same formula, charge and spin (kJ/mol) = 224.7

Positions of all 21 atoms, in Å:
N (2.64, 1.65, -2.54)
C (1.67, 1.90, -1.77)
N (0.77, 2.34, -1.21)
C (-0.24, 2.35, -0.20)
N (-1.04, 1.19, -0.25)
C (-0.81, -0.05, 0.32)
C (0.40, -0.48, 0.76)
N (0.07, -1.73, 1.51)
C (-1.28, -2.19, 0.87)
N (-1.78, -0.96, 0.40)
H (3.62, 1.58, -2.24)
H (2.41, 0.74, -3.10)
H (0.41, 2.52, 0.76)
H (-0.92, 3.24, -0.38)
H (-1.96, 1.25, -0.73)
H (1.21, 0.24, 0.87)
H (-0.01, -1.76, 2.57)
H (0.84, -2.30, 1.51)
H (-1.98, -2.72, 1.49)
H (-1.01, -2.90, -0.02)
H (-2.67, -0.63, 0.78)

---

No. 17
C5H11N7P2 in the gas phase, computed with ωB97M-V with the def2-TZVPD basis set.

Calculated values
- energy above the lowest of the compared OMol25 structures with the same formula, charge and spin (kJ/mol) = 154.2

Positions of all 25 atoms, in Å:
C (-2.65, -2.21, -1.23)
C (1.56, -0.29, -1.59)
C (2.17, 2.62, 1.67)
C (-0.18, -0.25, 2.27)
C (-1.64, 1.82, -1.01)
N (0.19, -2.77, 0.78)
N (-1.95, -1.68, -0.34)
N (0.35, -0.91, -1.49)
N (0.97, 2.21, 1.51)
N (-0.17, -0.25, 0.96)
N (-0.62, 2.23, -0.42)
N (1.76, 0.97, -0.80)
P (-0.20, -1.65, -0.26)
P (0.59, 1.23, 0.16)
H (-3.82, -2.05, -1.27)
H (-2.35, -2.95, -2.08)
H (1.63, 0.11, -2.76)
H (2.56, -0.93, -1.40)
H (2.40, 3.32, 2.36)
H (3.05, 2.24, 0.99)
H (-0.26, -1.14, 2.87)
H (0.05, 0.57, 2.84)
H (-2.41, 2.57, -1.32)
H (-1.81, 0.77, -1.02)
H (0.78, -3.58, 0.60)

---

No. 18
A gas-phase ion, C5H11NO (charge -1), computed with ωB97M-V with the def2-TZVPD basis set.

Calculated values
- net charge = -1
- energy above the lowest of the compared OMol25 structures with the same formula, charge and spin (kJ/mol) = 103.3
- spin multiplicity = 2
- ⟨S²⟩ = 0.754

Positions of all 18 atoms, in Å:
O (1.73, 1.21, 1.19)
C (1.62, 1.18, -0.09)
C (0.34, 1.23, -0.88)
C (-0.10, -0.15, -1.46)
C (-0.13, -1.29, -0.37)
C (-0.80, -0.87, 0.94)
N (-2.32, -1.03, 0.75)
H (2.51, 0.91, -0.68)
H (-0.52, 1.70, -0.40)
H (0.70, 1.76, -1.77)
H (0.46, -0.50, -2.32)
H (-1.16, -0.08, -1.78)
H (0.89, -1.64, -0.23)
H (-0.77, -2.09, -0.74)
H (-0.60, 0.18, 1.11)
H (-0.55, -1.41, 1.85)
H (-2.61, -0.10, 0.50)
H (-2.75, -1.24, 1.63)

---

No. 19
2 unconnected molecules or ions with the total composition C5H11NO, computed with ωB97M-V with the def2-TZVPD basis set.

Calculated values
- net charge = -1
- energy above the lowest of the compared OMol25 structures with the same formula, charge and spin (kJ/mol) = 645.2
- spin multiplicity = 2
- ⟨S²⟩ = 0.799

Positions of all 18 atoms, in Å:
C (0.98, 1.63, -0.59)
N (0.27, 0.60, 0.12)
C (-0.59, -0.25, -0.66)
C (-0.48, -1.69, -0.74)
C (-1.79, -0.72, 0.07)
C (-2.35, 0.22, 1.08)
H (0.24, 2.30, -1.06)
H (1.64, 2.23, 0.14)
H (1.70, 1.20, -1.31)
H (-0.28, 0.88, 0.95)
H (-0.92, 0.32, -1.49)
H (0.32, -2.22, -1.34)
H (-2.65, -1.15, -0.47)
H (-3.21, 0.88, 0.74)
H (-2.29, -0.03, 2.14)
H (1.97, -0.32, 0.44)
H (3.24, -1.19, 0.67)
O (2.97, -0.27, 0.60)

---

No. 20
C5H11NO in the gas phase, computed with ωB97M-V with the def2-TZVPD basis set.

Calculated values
- SMILES = CCN(C=O)CC
- energy above the lowest of the compared OMol25 structures with the same formula, charge and spin (kJ/mol) = 221.0

Positions of all 18 atoms, in Å:
C (0.70, -0.11, 1.86)
C (0.21, -1.08, 0.81)
N (-0.39, -0.53, -0.38)
C (-1.09, -1.48, -1.12)
O (-1.48, -1.36, -2.31)
C (0.18, 0.54, -1.21)
C (-0.07, 1.90, -0.52)
H (0.94, -0.84, 2.85)
H (1.56, 0.53, 1.33)
H (-0.23, 0.49, 2.11)
H (-0.60, -1.80, 1.30)
H (1.03, -1.72, 0.48)
H (-1.17, -2.41, -0.56)
H (-0.50, 0.50, -2.05)
H (1.22, 0.20, -1.55)
H (0.49, 2.09, 0.43)
H (-1.07, 2.25, -0.28)
H (0.28, 2.82, -1.18)